Entry 1:
Entry from OMol25: a structure of composition C23H70B2CoN2O13 at a distorted geometry (ωB97M-V/def2-TZVPD).

Its HOMO energy (alpha / beta) is -10.5134 / -10.5132 eV. As for the expectation value of S²: 6.012. Its lowest unoccupied orbital energy (alpha / beta) is -2.567 / -7.518 eV. The spin multiplicity is 5. As for the charge: +1. For the molar mass, the calculation gives 663.371 Da. For the strongest force on any atom, the calculation gives 5.5 eV Å⁻¹.

```
111
Properties=species:S:1:pos:R:3:lowdin_charge:R:1
Co -0.2136 1.0054 -2.9786 0.929
B -0.5646 1.0957 -0.7158 -0.372
H -0.3397 1.9957 -1.2669 0.005
H -0.2857 0.2361 -1.3053 -0.006
H -0.0481 1.0948 0.2315 0.026
H -1.6278 0.9855 -0.5685 0.017
B 0.3191 0.2768 -5.0546 -0.226
H -0.3468 1.0859 -4.7973 -0.001
H 1.2300 0.6885 -5.4609 0.009
H 0.5265 -0.1939 -4.1061 -0.006
H -0.1668 -0.4415 -5.6967 0.017
C -4.4026 3.6196 0.3685 -0.224
C -3.2699 4.0531 -0.6348 -0.218
O -3.6690 3.8453 -1.9327 -0.068
O -5.5718 4.3455 0.1968 -0.057
H -4.0373 3.9627 1.3365 0.122
H -4.6668 2.5621 0.3767 0.125
H -2.4290 3.3944 -0.4177 0.099
H -2.9725 5.1017 -0.6396 0.132
H -4.4649 4.3785 -1.9953 0.118
H -6.1261 4.2465 0.9743 0.100
C -2.6510 -1.2454 1.2685 -0.203
C -1.7850 -0.5440 2.3567 -0.229
O -1.6349 0.8185 2.0637 -0.087
O -1.8738 -1.5354 0.1106 -0.083
H -3.5270 -0.6114 1.1319 0.113
H -3.0029 -2.2254 1.5906 0.121
H -0.8229 -1.0393 2.4876 0.095
H -2.3315 -0.5990 3.2982 0.126
H -1.1965 0.9910 1.2272 -0.020
H -1.4340 -0.7093 -0.1033 -0.008
C -3.0538 -0.2511 -3.3290 -0.178
C -3.1647 1.1925 -3.8070 -0.149
O -2.1755 2.0353 -3.1727 -0.097
O -1.7369 -0.7450 -3.1663 -0.080
H -3.6037 -0.7788 -4.1083 0.143
H -3.5348 -0.2705 -2.3511 0.134
H -4.1346 1.5951 -3.5149 0.138
H -3.1096 1.2326 -4.8949 0.133
H -2.6639 2.6407 -2.6100 0.046
H -1.8518 -1.6878 -3.3056 0.129
C 2.2945 2.0265 -2.0037 -0.203
C 1.8926 3.1011 -2.9633 -0.156
O 0.5354 2.9645 -3.4344 -0.075
O 1.9251 0.8081 -2.6071 -0.078
H 1.7448 2.2174 -1.0820 0.103
H 3.3525 2.0332 -1.7418 0.146
H 2.5790 3.1889 -3.8055 0.142
H 1.9124 4.0744 -2.4731 0.139
H 0.2918 3.8638 -3.6656 0.141
H 2.7531 0.5430 -3.0140 0.146
C 1.0453 -0.9908 8.6758 -0.071
O 0.6814 -0.7248 7.2923 -0.218
C 1.8234 -0.4624 6.5033 -0.234
C 1.2876 -0.2138 5.0821 -0.184
N 2.3904 -0.1486 4.0847 -0.044
C 1.7970 0.2054 2.8066 -0.225
C 2.9982 0.5585 1.9113 -0.240
O 3.8807 1.5097 2.4564 -0.199
C 4.9909 1.7914 1.6216 -0.084
H 1.6318 -0.1493 9.0447 0.085
H 1.4622 -1.9966 8.7284 0.088
H 0.0433 -0.9381 9.1015 0.087
H 2.3075 -1.4316 6.3833 0.123
H 2.4337 0.3910 6.7988 0.127
H 0.8918 0.8010 5.1224 0.114
H 0.5079 -0.8880 4.7275 0.119
H 3.0606 0.5888 4.2496 0.099
H 1.2204 1.1303 2.8011 0.098
H 1.1651 -0.5848 2.4012 0.103
H 2.5451 0.9409 0.9966 0.097
H 3.4987 -0.3841 1.6900 0.123
H 5.4584 2.6511 2.1016 0.097
H 4.7225 1.9934 0.5846 0.068
H 5.6441 0.9188 1.6144 0.093
C 1.4089 -2.4010 -0.4805 -0.072
O 1.7674 -3.4805 -1.3922 -0.187
C 1.2729 -3.2702 -2.7564 -0.190
C 1.0794 -4.6458 -3.4573 -0.186
N 0.0173 -5.4268 -2.7658 -0.057
C -0.0681 -6.7604 -3.2771 -0.237
C -1.0486 -7.6145 -2.4256 -0.197
O -0.7946 -7.6251 -0.9952 -0.186
C -1.6194 -8.5928 -0.3338 -0.114
H 0.3749 -2.5536 -0.1713 0.076
H 1.4800 -1.3773 -0.8478 0.061
H 2.0723 -2.5114 0.3773 0.088
H 2.0290 -2.7319 -3.3280 0.112
H 0.3076 -2.7641 -2.7430 0.098
H 2.0612 -5.1194 -3.4591 0.117
H 0.7389 -4.4467 -4.4734 0.116
H 0.2313 -5.4687 -1.7796 0.103
H 0.8833 -7.2910 -3.3156 0.113
H -0.3649 -6.7880 -4.3256 0.119
H -0.8591 -8.5785 -2.8976 0.113
H -2.0881 -7.3349 -2.5970 0.117
H -1.3260 -9.6019 -0.6232 0.084
H -2.6957 -8.4946 -0.4755 0.082
H -1.5078 -8.5821 0.7504 0.084
C 1.9669 4.4258 2.5072 -0.048
C 1.3683 4.9871 1.2391 -0.517
C -0.1764 4.7414 1.2242 -0.027
O 1.4991 6.3383 1.3261 -0.036
H 1.4992 4.8571 3.3922 0.093
H 3.0319 4.6560 2.5380 0.089
H 1.8402 3.3455 2.5771 0.060
H 1.9412 4.6249 0.3855 0.130
H -0.5416 4.8047 0.1992 0.054
H -0.7303 5.4644 1.8229 0.093
H -0.3574 3.6841 1.4175 0.070
H 0.9529 6.5418 2.0889 0.088
```

***

Entry 2:
Entry from OMol25: a cluster of 2 separate species, FH3N2OS in total at a distorted geometry (ωB97M-V/def2-TZVPD).

Its HOMO energy is -9.2209 eV. The SMILES is [H]/N=N\F.OS. Its lowest unoccupied orbital energy is -0.055 eV. For the molar mass, the calculation gives 98.102 Da. For the strongest force on any atom, the calculation gives 3.3 eV Å⁻¹. The value obtained for the relative energy (zero: lowest compared OMol25 entry of this formula, charge and spin) is 249.62 kJ/mol.

```
8
Properties=species:S:1:pos:R:3:lowdin_charge:R:1
N -0.0803 1.4540 -0.0051 0.061
N 0.2913 1.1549 1.0719 -0.035
O -0.5861 -0.8555 -1.0814 -0.629
F 1.6162 0.4336 1.1651 -0.220
S -0.6278 -1.6703 0.3867 0.717
H 0.2757 1.1728 -1.0036 0.141
H 0.2846 -1.0176 -1.6447 0.110
H -1.1737 -0.6718 1.1110 -0.146
```

***

Entry 3:
Entry from OMol25: an isolated molecule of C6H12N2 at a distorted geometry (ωB97M-V/def2-TZVPD).

Its HOMO energy is -6.9248 eV. The SMILES is C/C=C(N)/C(C)=N/C. Its lowest unoccupied orbital energy is 0.935 eV. For the molar mass, the calculation gives 112.176 Da. For the strongest force on any atom, the calculation gives 2.7 eV Å⁻¹. The value obtained for the relative energy (zero: lowest compared OMol25 entry of this formula, charge and spin) is 255.80 kJ/mol.

```
20
Properties=species:S:1:pos:R:3:lowdin_charge:R:1
C -0.2469 2.6225 -0.2597 -0.137
C -2.2239 0.4653 0.0784 -0.030
C 2.4639 -1.3679 0.2430 -0.099
C -0.0429 -0.9544 -0.1022 -0.318
C -0.7374 0.2832 -0.0110 -0.316
N -0.5409 -2.2261 0.1796 0.098
C 1.3057 -0.6048 -0.3139 -0.110
N 0.1808 1.2615 0.0366 -0.024
H -1.2212 -2.3654 0.9172 0.087
H 0.0523 -2.9922 -0.1078 0.089
H 1.5642 0.0007 -1.1776 0.100
H -0.7827 2.7465 -1.2079 0.071
H 0.6308 3.2719 -0.2711 0.066
H -0.8949 2.9769 0.5512 0.076
H -2.5827 1.1050 -0.7341 0.079
H -2.7386 -0.4913 -0.0194 0.069
H -2.5050 0.9263 1.0294 0.085
H 2.1930 -1.8871 1.1651 0.070
H 2.8534 -2.1028 -0.4680 0.071
H 3.2731 -0.6677 0.4723 0.075
```

***

Entry 4:
Entry from OMol25: a cluster of 5 separate species, C18H43ClO6 in total (ωB97M-V/def2-TZVPD).

Its HOMO energy is -9.5448 eV. The SMILES is O=COCCl.CCOCC.CCOCC.CCOCC.CCOCC. Its lowest unoccupied orbital energy is 0.852 eV. For the molar mass, the calculation gives 390.989 Da. For the strongest force on any atom, the calculation gives 0.6 eV Å⁻¹.

```
68
Properties=species:S:1:pos:R:3:lowdin_charge:R:1
O -0.4470 -0.4834 -2.8010 0.071
C -0.5081 0.3330 -1.9275 -0.351
O -1.6453 0.9269 -1.5036 -0.080
C -2.8583 0.3268 -1.9071 -0.553
Cl -3.0885 -1.2772 -1.1776 0.627
H 0.3624 0.7051 -1.3686 0.143
H -3.6650 0.9567 -1.5310 0.069
H -2.9198 0.2277 -2.9927 0.093
C 4.3576 -1.8641 -0.0030 -0.076
C 3.0520 -1.1685 -0.3477 -0.285
O 3.0201 0.2080 -0.0096 -0.171
C 3.9997 1.0202 -0.6395 -0.276
C 3.9166 1.0361 -2.1555 -0.070
H 4.5803 -1.7550 1.0593 0.082
H 4.2819 -2.9270 -0.2354 0.077
H 5.1985 -1.4613 -0.5694 0.060
H 2.2362 -1.6145 0.2224 0.118
H 2.8096 -1.3072 -1.4075 0.108
H 5.0062 0.7327 -0.3197 0.097
H 3.8233 2.0241 -0.2521 0.120
H 4.1063 0.0536 -2.5893 0.071
H 4.6660 1.7209 -2.5531 0.069
H 2.9293 1.3650 -2.4856 0.074
C -6.9642 -0.0288 0.7715 -0.071
C -6.5025 1.2888 0.1742 -0.268
O -6.0555 1.1876 -1.1681 -0.189
C -7.0046 0.7145 -2.1091 -0.278
C -8.2406 1.5875 -2.2350 -0.077
H -6.1699 -0.7748 0.7126 0.070
H -7.2321 0.1133 1.8192 0.077
H -7.8413 -0.4278 0.2609 0.071
H -5.6387 1.6595 0.7275 0.119
H -7.2869 2.0488 0.2626 0.109
H -7.2858 -0.3201 -1.8843 0.110
H -6.4696 0.6971 -3.0594 0.119
H -8.8197 1.6157 -1.3113 0.067
H -8.8895 1.1962 -3.0192 0.078
H -7.9628 2.6102 -2.4931 0.082
C -4.0191 -3.9937 5.4311 -0.081
C -4.7415 -4.1529 4.1042 -0.283
O -5.5177 -3.0297 3.7285 -0.158
C -4.8107 -1.8131 3.5620 -0.280
C -3.7273 -1.8612 2.4989 -0.089
H -4.7288 -3.7691 6.2284 0.081
H -3.4973 -4.9182 5.6809 0.076
H -3.2774 -3.1946 5.4020 0.065
H -5.4558 -4.9738 4.1722 0.118
H -4.0310 -4.4143 3.3116 0.107
H -4.3942 -1.4745 4.5180 0.109
H -5.5730 -1.0882 3.2760 0.100
H -2.9280 -2.5569 2.7581 0.069
H -3.2792 -0.8739 2.3798 0.078
H -4.1429 -2.1670 1.5385 0.048
C 9.2180 1.2262 0.2248 -0.077
C 8.4490 0.9419 -1.0538 -0.279
O 7.4179 1.8736 -1.3286 -0.178
C 7.8201 3.2221 -1.4941 -0.279
C 8.7955 3.4437 -2.6369 -0.078
H 8.5394 1.2686 1.0778 0.082
H 9.9475 0.4348 0.4006 0.077
H 9.7617 2.1704 0.1765 0.066
H 7.9394 -0.0186 -0.9684 0.114
H 9.1351 0.8629 -1.9047 0.108
H 8.2288 3.6201 -0.5584 0.108
H 6.8951 3.7651 -1.6911 0.117
H 9.7460 2.9352 -2.4714 0.066
H 9.0052 4.5088 -2.7417 0.077
H 8.3748 3.0796 -3.5752 0.082
```

***

Entry 5:
Entry from OMol25: an isolated molecule of C3H9N3 at a distorted geometry (ωB97M-V/def2-TZVPD).

Its HOMO energy is -9.0547 eV. The SMILES is [H]/N=C\NCCN. Its lowest unoccupied orbital energy is 0.835 eV. For the molar mass, the calculation gives 87.126 Da. For the strongest force on any atom, the calculation gives 2.1 eV Å⁻¹. The value obtained for the relative energy (zero: lowest compared OMol25 entry of this formula, charge and spin) is 73.80 kJ/mol.

```
15
Properties=species:S:1:pos:R:3:lowdin_charge:R:1
C -0.4777 -0.7915 -1.2235 -0.305
C -0.5484 -0.2893 0.2280 -0.229
C 0.9516 0.7491 1.8753 -0.359
H -0.3021 0.9957 -2.0597 0.085
H 0.2793 -0.2815 -2.9955 0.090
H -0.0004 -1.7924 -1.2756 0.123
H -1.5053 -0.8788 -1.5732 0.102
H -1.0260 -1.0515 0.8366 0.107
H -1.2142 0.5801 0.2827 0.117
H 1.4314 0.2005 -0.0561 0.096
H 1.9162 1.2929 1.9521 0.115
H -0.6994 0.2717 2.5218 0.043
N 0.2586 0.1334 -2.0411 -0.028
N 0.8029 0.0087 0.7063 -0.020
N 0.1334 0.8529 2.8221 0.064
```

***

Entry 6:
Entry from OMol25: a cluster of 4 separate species, C31H35N3O3 in total (ωB97M-V/def2-TZVPD).

Its HOMO energy is -9.4178 eV. The SMILES is C#CCCCC1=C(C)C(=O)C=C(COCCC)C1=O.c1ccncc1.c1ccncc1.c1ccncc1. Its lowest unoccupied orbital energy is -1.099 eV. For the molar mass, the calculation gives 497.639 Da. For the strongest force on any atom, the calculation gives 0.3 eV Å⁻¹. The value obtained for the relative energy (zero: lowest compared OMol25 entry of this formula, charge and spin) is 348.49 kJ/mol.

```
72
Properties=species:S:1:pos:R:3:lowdin_charge:R:1
C -0.1150 -2.6529 0.8990 0.107
C 0.7039 -2.6322 1.7760 -0.163
C 1.7591 -2.5716 2.7903 -0.206
C 3.1599 -2.4151 2.1804 -0.201
C 3.4760 -3.5105 1.1621 -0.128
C 4.6171 -3.2780 0.1957 -0.072
C 4.7536 -4.0424 -0.9046 -0.131
C 3.8526 -5.1880 -1.2529 -0.019
C 5.8817 -3.8123 -1.8651 -0.327
O 6.0756 -4.5810 -2.7844 0.108
C 6.7374 -2.6249 -1.6859 0.075
C 6.6202 -1.8695 -0.5974 -0.097
C 7.4912 -0.6600 -0.3449 -0.163
O 7.9848 -0.0851 -1.5271 -0.140
C 7.0039 0.6587 -2.2385 -0.224
C 7.6810 1.3961 -3.3932 -0.219
C 7.5052 0.7021 -4.7434 -0.110
C 5.6529 -2.2453 0.4761 -0.271
O 5.7564 -1.7112 1.5629 0.114
H -0.8399 -2.6842 0.1211 0.032
H 1.7046 -3.4439 3.4468 0.117
H 1.5709 -1.7063 3.4337 0.117
H 3.8946 -2.4300 2.9843 0.110
H 3.2303 -1.4322 1.7111 0.110
H 3.6510 -4.4617 1.6782 0.141
H 2.5791 -3.6592 0.5577 0.094
H 3.8504 -5.3525 -2.3282 0.083
H 4.2372 -6.1074 -0.8004 0.104
H 2.8353 -5.0411 -0.8992 0.076
H 7.4645 -2.3919 -2.4546 0.136
H 8.3557 -0.9743 0.2451 0.145
H 6.9460 0.0695 0.2634 0.128
H 6.2387 -0.0199 -2.6351 0.116
H 6.5127 1.3586 -1.5515 0.123
H 7.2597 2.4021 -3.4543 0.105
H 8.7408 1.4911 -3.1538 0.112
H 7.8408 1.3503 -5.5557 0.068
H 6.4548 0.4717 -4.9303 0.071
H 8.0873 -0.2189 -4.8027 0.074
N -0.9208 0.6035 0.6568 0.069
C 0.4000 0.7807 0.6602 -0.152
C 1.0109 1.9690 0.2880 -0.076
C 0.2170 3.0248 -0.1291 -0.088
C -1.1567 2.8484 -0.1509 -0.075
C -1.6748 1.6251 0.2533 -0.146
H 0.9822 -0.0726 0.9883 0.076
H 2.0890 2.0588 0.3193 0.097
H 0.6617 3.9646 -0.4308 0.102
H -1.8200 3.6414 -0.4696 0.098
H -2.7464 1.4527 0.2643 0.070
N -5.0833 0.7414 0.7362 0.050
C -5.4113 1.9227 1.2565 -0.156
C -6.5723 2.1484 1.9801 -0.086
C -7.4449 1.0896 2.1782 -0.090
C -7.1137 -0.1464 1.6470 -0.067
C -5.9280 -0.2674 0.9371 -0.149
H -4.7055 2.7297 1.0861 0.097
H -6.7865 3.1308 2.3800 0.104
H -8.3655 1.2328 2.7298 0.095
H -7.7606 -1.0032 1.7772 0.101
H -5.6370 -1.2201 0.5085 0.104
N -10.3937 2.9736 1.9360 0.056
C -9.8420 3.3479 0.7832 -0.150
C -10.5194 4.0538 -0.1996 -0.068
C -11.8450 4.3878 0.0250 -0.080
C -12.4336 4.0040 1.2193 -0.074
C -11.6681 3.3021 2.1383 -0.153
H -8.8043 3.0665 0.6442 0.086
H -10.0171 4.3311 -1.1162 0.102
H -12.4098 4.9372 -0.7171 0.105
H -13.4656 4.2419 1.4380 0.101
H -12.0954 2.9871 3.0838 0.103
```